184
Properties=species:S:1:pos:R:3:lowdin_charge:R:1 method="wB97M-V/def2-TZVPD" homo_lumo_gap_ev=9.52 multiplicity=1 e_homo_ha=-0.3399 total_charge=0
C 18.43 11.56 17.49 -0.031
C 18.93 11.21 16.09 -0.432
C 19.28 9.72 16.01 -0.049
O 18.07 11.68 15.04 -0.063
H 19.15 11.15 18.16 0.075
H 17.48 11.10 17.84 0.095
H 18.34 12.64 17.72 0.071
H 19.90 11.69 15.94 0.129
H 20.31 9.58 16.47 0.109
H 19.33 9.36 15.02 0.058
H 18.59 9.13 16.60 0.071
H 18.41 11.43 14.22 0.024
C 14.48 13.87 18.26 -0.041
C 15.09 14.59 19.43 -0.522
C 14.21 14.50 20.71 -0.038
O 16.27 14.00 19.79 -0.050
H 14.20 12.86 18.51 0.080
H 15.13 13.98 17.39 0.063
H 13.56 14.39 17.93 0.077
H 15.26 15.58 19.16 0.109
H 14.48 15.14 21.55 0.073
H 14.27 13.52 21.16 0.066
H 13.15 14.61 20.47 0.062
H 16.99 14.29 19.21 0.054
C 20.65 13.16 12.30 -0.076
C 19.18 13.05 12.13 -0.479
C 18.74 13.54 10.75 -0.054
O 18.80 11.64 12.24 -0.069
H 21.23 12.53 11.60 0.087
H 20.84 12.69 13.37 0.115
H 21.04 14.20 12.26 0.083
H 18.82 13.63 13.03 0.126
H 19.21 14.47 10.31 0.100
H 17.69 13.75 10.76 0.042
H 19.07 12.73 9.99 0.111
H 17.95 11.52 11.81 0.063
C 6.71 15.02 10.27 -0.032
C 7.78 14.09 10.88 -0.540
C 7.71 12.63 10.70 -0.060
O 9.03 14.51 10.39 -0.097
H 7.05 16.03 10.44 0.063
H 5.68 14.80 10.54 0.084
H 6.92 14.89 9.16 0.097
H 7.87 14.41 11.99 0.168
H 8.45 12.12 11.38 0.097
H 7.89 12.41 9.64 0.091
H 6.72 12.27 10.96 0.080
H 9.00 14.38 9.43 0.090
C 16.17 16.19 8.59 -0.053
C 17.08 16.51 7.41 -0.549
C 17.24 17.98 7.22 -0.041
O 18.33 15.96 7.62 -0.018
H 15.27 16.88 8.65 0.092
H 16.76 16.32 9.51 0.071
H 15.79 15.14 8.57 0.067
H 16.58 16.02 6.58 0.136
H 18.00 18.12 6.46 0.085
H 17.61 18.43 8.16 0.097
H 16.31 18.35 6.98 0.057
H 18.35 15.03 7.54 0.076
C 14.75 9.65 15.32 -0.050
C 15.76 9.57 14.16 -0.387
C 15.14 8.51 13.19 -0.050
O 15.65 10.81 13.34 -0.110
H 14.79 10.64 15.74 0.061
H 14.88 8.97 16.13 0.075
H 13.77 9.57 14.83 0.082
H 16.78 9.33 14.51 0.124
H 15.82 7.96 12.56 0.064
H 14.39 9.08 12.67 0.067
H 14.61 7.75 13.78 0.077
H 16.08 11.56 13.81 0.075
C 14.80 19.61 17.98 -0.034
C 14.62 19.23 16.50 -0.379
C 13.85 20.33 15.65 -0.022
O 15.97 19.05 15.90 -0.102
H 15.23 18.74 18.51 0.091
H 13.86 19.76 18.43 0.059
H 15.44 20.43 18.10 0.057
H 14.14 18.26 16.34 0.105
H 14.09 20.19 14.59 0.058
H 14.26 21.30 15.96 0.074
H 12.79 20.33 15.93 0.071
H 16.38 19.90 16.08 0.034
C 11.84 12.75 12.68 -0.048
C 12.54 14.06 12.74 -0.450
C 11.80 15.07 13.55 -0.049
O 13.90 13.87 13.34 -0.072
H 11.67 12.46 13.73 0.090
H 12.38 11.91 12.20 0.078
H 10.83 12.94 12.29 0.075
H 12.68 14.48 11.75 0.130
H 11.55 14.59 14.53 0.107
H 10.83 15.23 13.11 0.066
H 12.37 16.00 13.64 0.071
H 14.45 13.72 12.59 0.046
C 11.82 17.60 10.66 -0.072
C 10.40 18.04 10.82 -0.425
C 9.65 18.04 9.46 -0.053
O 9.62 17.09 11.70 -0.112
H 11.74 16.65 10.08 0.095
H 12.27 17.34 11.64 0.072
H 12.44 18.36 10.11 0.094
H 10.28 18.96 11.31 0.115
H 10.31 18.62 8.78 0.086
H 8.67 18.49 9.50 0.072
H 9.48 17.01 9.15 0.057
H 9.78 16.19 11.30 0.041
C 15.16 18.15 11.45 -0.062
C 16.44 18.88 11.84 -0.402
C 16.19 20.39 11.95 -0.039
O 16.95 18.51 13.16 -0.113
H 15.29 17.12 11.45 0.053
H 14.95 18.46 10.45 0.059
H 14.40 18.46 12.17 0.087
H 17.29 18.63 11.11 0.157
H 17.11 20.94 12.02 0.078
H 15.59 20.67 12.81 0.059
H 15.49 20.71 11.18 0.081
H 16.23 18.63 13.81 0.063
C 10.43 16.78 19.26 -0.072
C 10.35 16.58 17.75 -0.520
C 11.21 17.54 17.04 -0.075
O 10.88 15.26 17.55 -0.066
H 9.69 16.11 19.74 0.081
H 10.21 17.84 19.59 0.097
H 11.39 16.45 19.69 0.075
H 9.26 16.65 17.35 0.163
H 10.74 18.53 17.16 0.094
H 11.40 17.28 16.00 0.076
H 12.22 17.46 17.52 0.092
H 10.55 14.72 18.26 0.070
C 16.29 11.36 8.90 -0.041
C 15.31 12.20 9.68 -0.480
C 13.81 11.76 9.51 -0.025
O 15.64 12.27 11.04 -0.072
H 17.34 11.73 8.89 0.074
H 15.91 11.35 7.92 0.059
H 16.26 10.31 9.26 0.100
H 15.39 13.24 9.38 0.103
H 13.54 11.52 8.52 0.055
H 13.07 12.52 9.84 0.074
H 13.56 10.88 10.12 0.082
H 15.36 11.43 11.42 0.055
C 21.88 17.72 13.97 -0.177
C 20.38 17.31 13.86 -0.205
O 19.66 18.32 13.14 -0.099
O 21.97 19.07 14.48 -0.079
H 22.39 17.63 13.04 0.103
H 22.41 17.08 14.60 0.097
H 19.87 17.32 14.83 0.083
H 20.25 16.23 13.50 0.126
H 18.68 18.17 13.23 0.058
H 21.28 19.57 14.05 0.056
C 19.12 19.40 16.73 -0.215
C 19.26 20.75 15.98 -0.180
O 17.98 21.00 15.39 -0.082
O 20.41 18.97 17.16 -0.112
H 18.70 18.62 16.11 0.101
H 18.51 19.65 17.66 0.148
H 20.01 20.66 15.19 0.102
H 19.50 21.50 16.70 0.116
H 17.77 20.20 14.89 0.052
H 21.10 18.98 16.43 0.108
C 19.73 16.50 19.05 -0.237
C 19.32 15.49 17.97 -0.206
O 17.91 15.28 17.86 -0.096
O 21.09 16.86 18.83 -0.090
H 19.66 16.00 20.01 0.115
H 18.98 17.31 18.97 0.116
H 19.82 14.58 18.19 0.103
H 19.60 16.00 17.00 0.130
H 17.85 15.03 16.95 0.013
H 21.05 17.66 18.24 0.058
C 15.95 15.91 15.18 -0.206
C 16.56 14.61 14.54 -0.220
O 17.81 14.43 15.16 -0.092
O 14.78 16.39 14.47 -0.098
H 16.76 16.64 14.98 0.104
H 15.78 15.77 16.22 0.087
H 16.61 14.96 13.48 0.125
H 15.83 13.76 14.68 0.121
H 18.03 13.49 15.07 0.042
H 14.26 15.55 14.32 0.055

=====

23
Properties=species:S:1:pos:R:3:lowdin_charge:R:1 method="wB97M-V/def2-TZVPD" homo_lumo_gap_ev=11.74 smiles=CCC(C)C.O.O multiplicity=1 e_homo_ha=-0.4014 de_lowest_kcal_mol=10.6 total_charge=0
C 2.55 -0.94 -0.49 -0.108
C 1.06 -0.64 -0.35 -0.266
C 0.46 -0.88 1.04 -0.449
C -0.93 -0.29 1.09 -0.093
C 0.54 -2.38 1.38 -0.077
H 2.68 -2.02 -0.52 0.067
H 3.13 -0.57 0.36 0.074
H 2.95 -0.53 -1.42 0.067
H 0.58 -1.26 -1.12 0.111
H 0.79 0.38 -0.62 0.103
H 1.07 -0.34 1.77 0.130
H -1.45 -0.32 2.05 0.073
H -0.99 0.76 0.79 0.072
H -1.57 -0.82 0.39 0.081
H 1.55 -2.59 1.72 0.071
H -0.19 -2.68 2.14 0.071
H 0.35 -3.00 0.51 0.076
O -1.56 4.66 -0.04 -0.076
H -1.26 5.57 -0.19 0.029
H -1.77 4.73 0.92 0.046
O -2.88 1.33 -2.99 -0.053
H -1.97 1.39 -3.25 0.017
H -3.14 0.42 -3.17 0.035

=====

167
Properties=species:S:1:pos:R:3:lowdin_charge:R:1 method="wB97M-V/def2-TZVPD" homo_lumo_gap_ev=6.13 multiplicity=1 e_homo_ha=-0.1546 total_charge=-1
C 4.21 -2.22 2.01 -0.104
C 5.40 -2.45 1.08 -0.268
C 5.20 -3.58 0.07 -0.192
C 4.63 -3.26 -1.35 -0.186
C 3.96 -1.90 -1.61 -0.210
C 4.92 -0.84 -2.14 -0.221
C 4.27 0.52 -2.32 -0.218
C 3.62 1.09 -1.06 -0.206
C 3.25 2.55 -1.27 -0.219
C 1.79 2.69 -1.68 -0.197
C 0.83 2.47 -0.49 -0.196
C -0.22 3.57 -0.34 -0.220
C -1.58 3.06 0.15 -0.218
C -2.24 2.12 -0.84 -0.198
C -3.75 1.92 -0.60 -0.164
C -4.12 0.45 -0.79 -0.265
C -3.80 0.04 -2.26 -0.704
O -4.16 0.83 -3.15 -0.043
O -3.25 -1.07 -2.40 -0.045
N -5.51 0.18 -0.39 -0.088
C -6.47 0.88 -1.23 -0.196
C -7.90 0.83 -0.67 -0.181
C -8.83 -0.19 -1.32 -0.230
C -9.08 0.00 -2.81 -0.262
C -9.37 -1.32 -3.50 -0.115
C -5.83 -1.25 -0.43 -0.201
C -4.76 -2.16 0.14 -0.156
C -5.21 -3.64 0.34 -0.157
C -6.49 -4.08 -0.34 -0.183
O -6.51 -3.94 -1.77 -0.033
C -5.40 -4.36 -2.42 -0.543
C -5.01 -3.50 -3.57 0.028
O -4.84 -5.38 -2.12 0.102
H 3.27 -2.13 1.48 0.069
H 4.11 -3.09 2.65 0.071
H 4.37 -1.38 2.68 0.050
H 6.22 -2.77 1.73 0.094
H 5.73 -1.53 0.62 0.081
H 6.17 -4.05 -0.08 0.094
H 4.55 -4.31 0.54 0.099
H 3.92 -4.04 -1.60 0.098
H 5.44 -3.36 -2.07 0.097
H 3.23 -2.07 -2.40 0.117
H 3.40 -1.55 -0.76 0.087
H 5.28 -1.17 -3.11 0.109
H 5.81 -0.77 -1.51 0.103
H 3.57 0.51 -3.14 0.118
H 5.05 1.23 -2.61 0.099
H 4.33 0.97 -0.24 0.112
H 2.73 0.50 -0.84 0.104
H 3.86 2.93 -2.08 0.080
H 3.49 3.17 -0.40 0.107
H 1.60 3.67 -2.11 0.094
H 1.62 1.92 -2.43 0.112
H 1.43 2.44 0.41 0.107
H 0.36 1.50 -0.60 0.100
H 0.14 4.29 0.38 0.100
H -0.38 4.10 -1.28 0.102
H -1.41 2.54 1.09 0.112
H -2.22 3.92 0.34 0.105
H -2.10 2.48 -1.86 0.121
H -1.75 1.15 -0.78 0.105
H -4.01 2.21 0.42 0.112
H -4.27 2.52 -1.33 0.097
H -3.43 -0.10 -0.17 0.122
H -6.46 0.49 -2.25 0.104
H -6.18 1.92 -1.32 0.108
H -7.85 0.66 0.40 0.105
H -8.35 1.81 -0.80 0.102
H -8.46 -1.20 -1.14 0.086
H -9.79 -0.14 -0.82 0.105
H -8.22 0.45 -3.31 0.099
H -9.93 0.66 -2.97 0.100
H -8.48 -1.96 -3.49 0.064
H -10.15 -1.87 -2.97 0.067
H -9.68 -1.20 -4.53 0.063
H -6.74 -1.42 0.14 0.106
H -6.06 -1.56 -1.45 0.113
H -4.48 -1.76 1.11 0.112
H -3.86 -2.14 -0.46 0.090
H -4.40 -4.30 0.07 0.102
H -5.37 -3.80 1.40 0.110
H -7.32 -3.50 0.04 0.113
H -6.69 -5.12 -0.09 0.103
H -5.52 -3.88 -4.45 0.091
H -5.30 -2.46 -3.44 0.071
H -3.94 -3.54 -3.71 0.091
C 5.20 3.70 -8.39 -0.113
C 5.54 4.83 -7.42 -0.273
C 5.89 4.34 -6.01 -0.229
C 4.77 3.60 -5.30 -0.230
C 3.46 4.37 -5.13 -0.262
C 3.58 5.62 -4.27 -0.109
H 4.32 3.15 -8.07 0.066
H 5.00 4.10 -9.38 0.067
H 6.03 3.00 -8.47 0.073
H 4.71 5.54 -7.37 0.098
H 6.40 5.39 -7.81 0.101
H 6.21 5.20 -5.41 0.101
H 6.76 3.68 -6.07 0.108
H 5.12 3.30 -4.30 0.095
H 4.55 2.67 -5.83 0.103
H 2.74 3.69 -4.66 0.098
H 3.04 4.63 -6.11 0.100
H 3.95 5.37 -3.27 0.068
H 2.60 6.09 -4.15 0.070
H 4.25 6.36 -4.71 0.064
C -9.89 -9.64 1.63 -0.116
C -8.87 -8.58 1.21 -0.269
C -9.50 -7.27 0.74 -0.226
C -10.39 -7.40 -0.50 -0.229
C -9.70 -7.98 -1.73 -0.270
C -8.53 -7.14 -2.21 -0.103
H -10.53 -9.93 0.80 0.063
H -9.38 -10.54 1.99 0.066
H -10.53 -9.26 2.43 0.072
H -8.22 -8.98 0.43 0.099
H -8.22 -8.36 2.06 0.104
H -8.71 -6.54 0.55 0.089
H -10.10 -6.86 1.56 0.109
H -10.78 -6.41 -0.75 0.109
H -11.27 -8.01 -0.26 0.097
H -10.44 -8.07 -2.53 0.101
H -9.36 -9.00 -1.52 0.096
H -8.86 -6.12 -2.46 0.078
H -8.08 -7.57 -3.11 0.073
H -7.74 -7.06 -1.46 0.062
C 7.31 0.53 8.13 -0.111
C 6.17 0.40 7.12 -0.265
C 6.38 -0.69 6.08 -0.225
C 7.61 -0.50 5.19 -0.225
C 7.63 0.82 4.42 -0.263
C 6.46 0.97 3.45 -0.102
H 8.25 0.80 7.64 0.064
H 7.09 1.30 8.87 0.067
H 7.46 -0.42 8.66 0.073
H 6.01 1.37 6.63 0.087
H 5.24 0.19 7.66 0.105
H 5.49 -0.77 5.46 0.098
H 6.48 -1.66 6.59 0.109
H 7.66 -1.33 4.48 0.107
H 8.52 -0.57 5.79 0.100
H 8.56 0.89 3.86 0.106
H 7.63 1.67 5.12 0.080
H 6.45 0.16 2.72 0.063
H 6.53 1.92 2.91 0.063
H 5.50 0.97 3.97 0.069
C 3.21 5.36 4.72 -0.107
C 4.46 5.97 4.09 -0.268
C 5.66 5.04 4.10 -0.227
C 6.15 4.62 5.49 -0.232
C 6.52 5.78 6.41 -0.267
C 7.68 6.63 5.89 -0.112
H 3.36 5.12 5.77 0.065
H 2.36 6.04 4.65 0.069
H 2.93 4.44 4.20 0.076
H 4.70 6.91 4.60 0.097
H 4.24 6.24 3.06 0.105
H 6.48 5.52 3.56 0.103
H 5.42 4.13 3.54 0.099
H 7.02 3.97 5.37 0.097
H 5.38 4.02 5.98 0.099
H 6.80 5.37 7.39 0.103
H 5.65 6.42 6.59 0.098
H 8.57 6.02 5.73 0.074
H 7.93 7.42 6.59 0.067
H 7.43 7.10 4.94 0.065

=====

24
Properties=species:S:1:pos:R:3:lowdin_charge:R:1 method="wB97M-V/def2-TZVPD" homo_lumo_gap_ev=8.59 multiplicity=1 e_homo_ha=-0.2893 de_lowest_kcal_mol=69.7 total_charge=0
H -1.76 1.87 -0.10 0.059
N -2.32 1.03 -0.17 0.153
C -1.70 -0.04 0.10 -0.424
C -2.47 -1.34 0.02 -0.053
C -0.34 -0.15 0.79 -0.201
C -0.35 -0.67 2.20 -0.049
C 0.75 0.21 0.11 -0.246
C 2.12 0.34 0.70 -0.025
N 0.55 0.72 -1.22 -0.204
C 1.71 1.17 -1.98 -0.072
O -0.32 0.06 -2.10 -0.026
H -3.08 -1.46 0.92 0.077
H -3.14 -1.30 -0.83 0.079
H -1.80 -2.19 -0.06 0.077
H 0.01 0.09 2.90 0.084
H -1.36 -0.95 2.48 0.073
H 0.29 -1.54 2.30 0.084
H 2.12 -0.02 1.73 0.073
H 2.43 1.39 0.72 0.086
H 2.85 -0.21 0.12 0.085
H 2.25 1.93 -1.43 0.081
H 2.38 0.34 -2.22 0.087
H 1.34 1.61 -2.90 0.089
H -0.16 -0.90 -2.07 0.113

=====

16
Properties=species:S:1:pos:R:3:lowdin_charge:R:1 method="wB97M-V/def2-TZVPD" homo_lumo_gap_ev=8.76 smiles=Cc1cc[nH]c1C multiplicity=1 e_homo_ha=-0.2842 de_lowest_kcal_mol=24.8 total_charge=0
C -0.76 -1.84 0.45 -0.062
C -0.06 -0.72 -0.29 -0.253
C 1.34 -0.95 -0.39 -0.096
C 1.98 0.23 -0.15 -0.125
N 1.02 1.20 -0.05 0.039
C -0.24 0.65 -0.18 -0.269
C -1.42 1.59 -0.28 -0.033
H -0.95 -2.76 -0.12 0.070
H -1.65 -1.51 0.97 0.070
H -0.03 -2.11 1.24 0.079
H 1.77 -1.94 -0.51 0.108
H 3.01 0.40 0.13 0.104
H 1.18 2.16 0.18 0.146
H -2.21 1.19 -0.92 0.077
H -1.10 2.53 -0.76 0.075
H -1.87 1.87 0.68 0.072

=====

15
Properties=species:S:1:pos:R:3:lowdin_charge:R:1 method="wB97M-V/def2-TZVPD" homo_lumo_gap_ev="8.36 / 8.36" multiplicity=1 e_homo_ha="-0.4982 / -0.4982" de_lowest_kcal_mol=102.3 total_charge=+1
C 1.96 -0.54 -1.39 0.025
N 1.70 0.58 -0.91 -0.033
N 1.02 1.60 -1.01 0.088
C -0.05 1.89 -0.38 -0.115
N -0.74 0.96 0.39 0.124
C -0.64 -0.34 0.32 -0.035
C -1.28 -1.22 1.31 -0.009
H 2.76 -1.12 -0.94 0.094
H 1.52 -0.92 -2.31 0.102
H -0.42 2.90 -0.39 0.133
H -1.32 1.34 1.14 0.187
H -0.13 -0.79 -0.52 0.114
H -0.81 -2.20 1.32 0.102
H -2.33 -1.37 1.05 0.118
H -1.26 -0.78 2.31 0.105

=====

20
Properties=species:S:1:pos:R:3:lowdin_charge:R:1 method="wB97M-V/def2-TZVPD" homo_lumo_gap_ev=9.61 smiles="CNCCNC(C)=O" multiplicity=1 e_homo_ha=-0.3184 de_lowest_kcal_mol=43.5 total_charge=0
C 2.74 0.75 -2.13 -0.138
N 1.72 -0.27 -1.97 -0.132
C 1.24 -0.41 -0.60 -0.226
C -0.28 -0.76 -0.53 -0.201
N -1.05 0.25 0.12 0.013
C -1.48 0.29 1.49 -0.505
C -2.25 -0.93 1.87 -0.015
O -1.25 1.27 2.15 0.076
H 3.69 0.46 -1.68 0.076
H 2.51 1.72 -1.67 0.069
H 2.81 0.88 -3.21 0.078
H 0.94 -0.21 -2.59 0.078
H 1.38 0.48 0.03 0.115
H 1.73 -1.25 -0.10 0.106
H -0.38 -1.73 -0.02 0.109
H -0.68 -1.07 -1.51 0.119
H -1.07 1.18 -0.25 0.128
H -1.74 -1.64 2.55 0.088
H -2.45 -1.60 1.03 0.072
H -3.17 -0.65 2.37 0.090

=====

14
Properties=species:S:1:pos:R:3:lowdin_charge:R:1 method="wB97M-V/def2-TZVPD" homo_lumo_gap_ev=9.84 multiplicity=1 e_homo_ha=-0.3279 de_lowest_kcal_mol=92.2 total_charge=0
C -1.66 -0.51 -0.48 -0.096
C -0.28 -0.22 -0.55 -0.210
O -0.53 1.47 0.33 -0.171
C 0.73 -0.78 0.40 -0.141
C 1.88 0.19 0.56 -0.266
O 2.69 0.37 -0.31 0.054
H -1.54 0.76 0.11 0.114
H -2.24 -0.47 -1.40 0.064
H -1.98 -1.25 0.25 0.068
H 0.15 0.17 -1.48 0.134
H -0.48 2.22 -0.28 0.063
H 1.11 -1.72 -0.02 0.137
H 0.24 -0.99 1.36 0.125
H 1.91 0.76 1.51 0.125